Record 1
Below is a cluster of 15 separate species, C55H110Br2O25 in total at a distorted geometry, with properties calculated with ωB97M-V/def2-TZVPD.

Properties
**E_HOMO**: -9.06 eV
**Largest force on an atom**: 5.42 eV Å⁻¹
**E**: -250088.2392 eV
**Frontier orbital gap**: 9.25 eV
**LUMO level**: 0.0071 Eh
**Energy above the lowest of the compared OMol25 structures with the same formula, charge and spin**: 340.3 kJ/mol

```
! wB97M-V def2-TZVPD RIJCOSX def2/J DEFGRID3
* xyz 0 1
C 0.401 4.235 -1.523
C -0.623 4.137 -2.698
O -0.578 5.088 -3.483
C -1.666 3.026 -2.852
H 0.813 5.244 -1.518
H 1.227 3.536 -1.653
H -0.105 4.056 -0.574
H -2.428 3.374 -2.153
H -1.375 2.090 -2.376
H -2.177 2.895 -3.806
C -5.157 -2.693 -1.007
C -3.695 -2.372 -1.004
O -3.241 -1.618 -1.832
C -2.836 -3.124 0.018
H -5.345 -3.761 -0.898
H -5.746 -2.369 -1.864
H -5.686 -2.388 -0.104
H -1.817 -3.105 -0.368
H -3.282 -4.118 0.021
H -2.826 -2.713 1.027
C 3.015 1.068 -4.275
C 4.256 1.883 -4.539
O 4.509 2.172 -5.659
C 5.055 2.520 -3.398
H 2.337 1.548 -3.569
H 3.423 0.171 -3.810
H 2.443 0.850 -5.177
H 5.437 3.489 -3.718
H 5.882 1.849 -3.168
H 4.271 2.521 -2.641
O -5.072 -6.150 -3.741
C -4.041 -6.626 -4.148
O -2.740 -6.183 -3.809
C -2.653 -5.025 -2.916
C -1.219 -4.464 -2.936
C -4.108 -7.927 -4.887
H -2.957 -5.417 -1.945
H -3.395 -4.234 -3.027
H -0.462 -5.197 -2.657
H -1.018 -3.602 -2.300
H -0.995 -4.233 -3.977
H -5.034 -8.003 -5.457
H -4.102 -8.826 -4.270
H -3.259 -7.951 -5.570
O -3.004 2.174 4.169
C -3.830 1.952 5.064
O -3.733 1.148 6.124
C -2.594 0.354 6.328
C -2.898 -1.103 5.786
C -5.094 2.663 5.048
H -2.492 0.300 7.411
H -1.698 0.893 6.021
H -2.640 -1.096 4.727
H -3.874 -1.547 5.985
H -2.219 -1.783 6.300
H -5.930 1.996 5.258
H -5.531 2.915 4.081
H -5.117 3.491 5.756
O -6.211 -1.200 2.931
C -6.144 -0.093 2.417
O -7.150 0.829 2.482
C -8.440 0.381 2.951
C -9.113 -0.418 1.760
C -4.932 0.474 1.709
H -9.090 1.206 3.243
H -8.292 -0.289 3.797
H -9.727 0.325 1.250
H -9.719 -1.281 2.037
H -8.402 -0.849 1.056
H -5.142 1.478 1.341
H -4.929 -0.252 0.896
H -4.033 0.532 2.321
O 6.631 1.642 -0.883
C 7.563 0.921 -0.663
O 7.567 -0.178 0.218
C 6.297 -0.708 0.548
C 5.542 -1.440 -0.609
C 8.932 1.357 -1.102
H 5.575 -0.025 0.996
H 6.359 -1.399 1.389
H 4.617 -1.889 -0.246
H 6.043 -2.316 -1.020
H 5.145 -0.791 -1.389
H 9.777 0.876 -0.610
H 8.860 2.428 -0.913
H 9.072 1.222 -2.175
O 2.831 6.157 3.225
C 3.452 5.143 2.824
O 4.322 4.983 1.752
C 4.830 6.064 1.016
C 3.871 6.512 -0.164
C 3.247 3.770 3.436
H 5.769 5.727 0.575
H 5.175 6.822 1.719
H 3.558 5.634 -0.729
H 4.527 6.958 -0.912
H 2.929 6.913 0.211
H 4.026 3.600 4.179
H 3.136 2.958 2.717
H 2.320 3.775 4.009
O -2.791 0.124 -4.701
C -1.903 -0.700 -4.701
O -1.851 -1.927 -5.362
C -3.064 -2.387 -5.981
C -3.452 -1.642 -7.294
C -0.628 -0.329 -3.891
H -3.899 -2.227 -5.297
H -2.995 -3.438 -6.260
H -3.832 -0.657 -7.020
H -4.205 -2.114 -7.925
H -2.602 -1.677 -7.975
H -0.798 0.212 -2.960
H 0.080 0.293 -4.439
H -0.053 -1.243 -3.745
O -0.793 -5.136 1.321
C 0.124 -4.501 1.626
O 0.143 -3.542 2.491
C -0.772 -3.472 3.577
C -0.551 -4.278 4.921
C 1.340 -4.513 0.843
H -1.809 -3.581 3.260
H -0.740 -2.426 3.881
H -1.377 -4.047 5.595
H 0.388 -4.137 5.455
H -0.610 -5.345 4.710
H 1.139 -4.398 -0.222
H 1.755 -5.503 1.038
H 1.972 -3.716 1.234
O 3.228 -5.897 -3.733
C 4.262 -5.252 -3.540
O 5.371 -5.156 -4.296
C 5.534 -5.851 -5.566
C 5.667 -7.342 -5.385
C 4.246 -4.380 -2.252
H 6.533 -5.591 -5.916
H 4.803 -5.612 -6.338
H 4.800 -7.820 -4.928
H 6.417 -7.636 -4.650
H 5.975 -7.860 -6.293
H 3.484 -4.887 -1.660
H 3.911 -3.440 -2.689
H 5.198 -4.178 -1.761
O 1.312 2.094 0.682
C 1.229 1.114 -0.032
O 0.089 0.410 -0.137
C -0.895 0.527 0.884
C -0.523 0.100 2.274
C 2.336 0.660 -0.916
H -1.700 -0.171 0.654
H -1.341 1.521 0.871
H 0.307 0.742 2.566
H -0.374 -0.966 2.443
H -1.364 0.421 2.889
H 2.748 -0.291 -0.579
H 3.210 1.300 -1.039
H 1.953 0.410 -1.905
O -4.926 8.644 0.639
C -4.281 8.108 -0.206
O -4.186 6.822 -0.411
C -4.992 5.817 0.242
C -4.522 4.395 -0.286
C -3.387 8.996 -1.139
H -6.022 6.050 -0.031
H -4.834 5.846 1.320
H -3.437 4.323 -0.214
H -4.838 4.427 -1.329
H -5.029 3.557 0.192
H -3.695 10.012 -0.889
H -3.563 8.808 -2.198
H -2.359 8.709 -0.918
O 5.638 0.204 5.723
C 5.909 -0.519 4.751
O 5.091 -1.315 3.968
C 3.718 -1.505 4.278
C 3.354 -2.982 3.872
C 7.382 -0.723 4.378
H 3.245 -0.780 3.616
H 3.510 -1.225 5.310
H 3.566 -3.128 2.813
H 2.276 -3.137 3.838
H 3.906 -3.794 4.346
H 7.562 -0.777 3.304
H 7.685 -1.725 4.682
H 7.936 -0.028 5.009
Br -0.075 5.884 1.465
C -1.309 5.146 2.867
C -0.887 5.965 4.127
Br -2.184 5.711 5.599
H -1.214 4.066 2.982
H -2.355 5.384 2.670
H -0.783 7.034 3.942
H 0.039 5.497 4.461
*
```

Record 2
Below is a cluster of 10 separate species, C55H124N8O10 in total at a distorted geometry, with properties calculated with ωB97M-V/def2-TZVPD.

Properties
**E_HOMO**: -7.57 eV
**Largest force on an atom**: 5.73 eV Å⁻¹
**E**: -91428.3935 eV
**SMILES**: CC1(C)CCCC(C)(C)N1O.CC1(C)CCCC(C)(C)N1O.CC1(C)CCCC(C)(C)N1O.CC1(C)CCCC(C)(C)N1O.CC1(C)CCCC(C)(C)N1O.CC1(C)CCCC(C)(C)N1O.NC(N)=O.O.O.O
**Frontier orbital gap**: 7.48 eV
**LUMO level**: -0.0031 Eh

```
! wB97M-V def2-TZVPD RIJCOSX def2/J DEFGRID3
* xyz 0 1
C -6.952 0.988 -0.086
C -6.008 2.127 -0.095
C -5.899 2.754 1.330
C -4.540 1.687 -0.446
C -4.387 1.521 -2.013
C -4.733 2.833 -2.706
C -6.259 3.283 -2.403
C -6.464 4.715 -2.910
C -7.225 2.480 -3.233
N -6.489 3.188 -0.996
O -7.655 3.966 -0.586
H -7.856 1.497 0.250
H -6.993 0.573 -1.093
H -6.674 0.191 0.605
H -5.838 1.957 2.071
H -5.142 3.476 1.635
H -6.762 3.318 1.684
H -3.847 2.446 -0.082
H -4.444 0.715 0.039
H -3.419 1.127 -2.324
H -5.068 0.748 -2.368
H -4.632 2.759 -3.789
H -4.060 3.655 -2.462
H -5.628 5.152 -2.364
H -7.383 5.246 -2.659
H -6.350 4.799 -3.991
H -7.125 1.412 -3.036
H -7.009 2.654 -4.288
H -8.300 2.658 -3.250
H -8.310 3.264 -0.593
C 2.399 7.267 3.455
C 1.547 6.554 4.482
C 1.889 7.092 5.902
C 0.060 6.880 4.196
C -0.696 6.103 3.057
C -0.586 4.661 3.373
C 0.862 4.212 3.443
C 0.811 2.714 3.978
C 1.497 4.210 2.021
N 1.692 5.081 4.335
O 2.891 4.645 4.686
H 3.417 6.996 3.732
H 2.136 7.183 2.400
H 2.512 8.319 3.716
H 2.949 7.227 6.118
H 1.342 8.003 6.145
H 1.584 6.347 6.636
H -0.553 6.956 5.094
H -0.063 7.925 3.912
H -1.753 6.370 3.051
H -0.418 6.423 2.053
H -1.188 4.036 2.714
H -1.064 4.545 4.346
H 1.745 2.390 4.438
H 0.552 2.038 3.163
H 0.039 2.558 4.731
H 0.818 3.950 1.209
H 2.303 3.478 1.977
H 1.892 5.180 1.718
H 2.669 4.156 5.482
C 2.210 -6.522 -7.315
C 1.378 -5.253 -7.434
C 0.455 -5.223 -8.702
C 0.462 -5.111 -6.186
C -0.254 -3.778 -5.922
C 0.908 -2.763 -5.748
C 1.854 -2.669 -6.994
C 1.227 -1.825 -8.170
C 3.047 -1.887 -6.344
N 2.367 -4.082 -7.377
O 3.311 -4.037 -8.328
H 2.223 -7.066 -8.259
H 3.227 -6.244 -7.038
H 1.802 -7.222 -6.585
H 0.254 -6.194 -9.155
H -0.549 -4.825 -8.557
H 0.846 -4.545 -9.460
H -0.384 -5.778 -6.354
H 0.952 -5.424 -5.264
H -0.949 -3.376 -6.660
H -0.869 -3.925 -5.034
H 1.568 -3.105 -4.949
H 0.596 -1.792 -5.364
H 1.892 -1.573 -8.996
H 0.929 -0.827 -7.849
H 0.288 -2.340 -8.372
H 3.658 -1.451 -7.136
H 3.564 -2.434 -5.557
H 2.770 -0.960 -5.843
H 2.990 -3.523 -9.073
C -2.915 -1.399 3.020
C -3.136 -0.066 3.823
C -2.902 1.367 3.066
C -4.574 -0.038 4.532
C -4.698 -0.860 5.810
C -3.549 -0.671 6.785
C -2.199 -0.881 6.150
C -1.185 -0.265 7.124
C -1.893 -2.390 6.053
N -2.087 -0.144 4.894
O -0.743 0.030 4.424
H -1.851 -1.637 3.013
H -3.124 -1.094 1.995
H -3.607 -2.222 3.197
H -3.573 1.449 2.211
H -1.900 1.267 2.649
H -3.048 2.195 3.759
H -4.845 1.002 4.712
H -5.394 -0.515 3.995
H -4.883 -1.932 5.735
H -5.677 -0.521 6.148
H -3.713 -1.443 7.537
H -3.751 0.213 7.390
H -0.150 -0.442 6.834
H -1.240 0.824 7.147
H -1.369 -0.587 8.149
H -0.865 -2.493 5.705
H -1.737 -2.812 7.046
H -2.512 -3.059 5.455
H -0.545 -0.843 4.077
C 2.626 0.095 -2.300
C 1.508 0.281 -1.214
C 2.096 1.079 0.013
C 0.386 1.210 -1.742
C -0.654 0.398 -2.686
C -1.276 -0.712 -1.856
C -0.203 -1.745 -1.256
C -0.838 -2.582 -0.101
C 0.249 -2.671 -2.446
N 0.951 -1.011 -0.630
O 1.827 -1.764 0.028
H 2.250 0.011 -3.319
H 3.080 1.070 -2.476
H 3.298 -0.723 -2.041
H 3.113 0.755 0.237
H 1.971 2.145 -0.178
H 1.582 0.897 0.957
H -0.194 1.773 -1.010
H 0.785 2.018 -2.356
H -1.364 1.042 -3.205
H -0.019 0.007 -3.480
H -2.023 -1.187 -2.493
H -1.784 -0.081 -1.127
H -1.303 -2.084 0.750
H -0.131 -3.304 0.307
H -1.648 -3.173 -0.528
H 0.879 -3.530 -2.218
H 0.722 -2.039 -3.198
H -0.574 -3.112 -3.008
H 1.812 -1.401 0.917
C 9.122 -1.130 0.499
C 8.397 -0.711 1.906
C 9.512 -0.088 2.825
C 7.380 0.416 1.502
C 6.109 -0.015 0.691
C 5.396 -1.105 1.583
C 6.317 -2.344 1.877
C 5.401 -3.172 2.872
C 6.547 -3.313 0.802
N 7.579 -1.841 2.500
O 8.311 -2.823 3.094
H 8.408 -1.293 -0.308
H 9.710 -0.289 0.132
H 9.892 -1.901 0.494
H 10.518 -0.389 2.535
H 9.518 0.978 3.051
H 9.475 -0.365 3.878
H 7.093 0.741 2.502
H 7.916 1.246 1.041
H 5.419 0.780 0.408
H 6.341 -0.407 -0.299
H 4.491 -1.390 1.046
H 5.013 -0.695 2.517
H 4.579 -3.700 2.388
H 4.984 -2.675 3.748
H 6.128 -3.944 3.126
H 6.718 -4.361 1.046
H 7.336 -3.128 0.073
H 5.532 -3.479 0.441
H 8.450 -3.340 2.297
N -4.983 -1.806 -0.759
C -5.866 -1.990 -1.755
N -7.061 -2.203 -1.207
O -5.654 -2.065 -2.944
H -5.308 -1.960 0.185
H -4.043 -1.877 -1.120
H -7.804 -2.653 -1.722
H -7.028 -2.378 -0.213
O 3.339 -4.218 -3.553
H 3.441 -3.530 -2.894
H 2.393 -4.345 -3.622
O 2.257 -2.023 2.987
H 2.714 -1.952 3.826
H 1.994 -2.941 2.935
O -3.483 -2.760 -4.438
H -4.148 -2.483 -3.808
H -3.420 -3.708 -4.321
*
```